C40H43AsBr2N5O2Tl | ωB97M-V with the def2-TZVPD basis set

CARTESIAN COORDINATES (ANGSTROEM)
Tl (-1.20, 0.29, -0.35)
Br (3.94, -1.07, 1.00)
C (2.48, -2.08, 1.62)
C (2.67, -2.98, 2.68)
C (1.64, -3.75, 3.13)
Br (1.94, -4.95, 4.56)
C (0.36, -3.66, 2.53)
C (-0.75, -4.46, 2.88)
C (-1.93, -4.31, 2.21)
C (-2.01, -3.36, 1.18)
N (-1.00, -2.60, 0.82)
C (0.17, -2.72, 1.48)
C (1.24, -1.88, 1.03)
O (1.05, -1.00, 0.08)
H (3.65, -3.07, 3.13)
H (-0.65, -5.18, 3.68)
H (-2.79, -4.91, 2.46)
H (-2.93, -3.23, 0.62)
C (-0.74, -2.38, -3.32)
As (0.58, -2.25, -1.90)
C (2.18, -1.72, -2.83)
C (0.97, -4.11, -1.41)
C (1.19, -4.96, -2.62)
C (0.12, -5.64, -3.20)
C (0.30, -6.40, -4.34)
C (1.56, -6.48, -4.93)
C (2.63, -5.81, -4.36)
C (2.44, -5.05, -3.21)
H (-0.28, -2.85, -4.19)
H (-1.08, -1.38, -3.59)
H (-1.59, -2.97, -2.99)
H (2.22, -2.21, -3.80)
H (3.05, -1.99, -2.24)
H (2.18, -0.64, -2.97)
H (0.13, -4.46, -0.81)
H (1.86, -4.08, -0.77)
H (-0.86, -5.58, -2.74)
H (-0.54, -6.93, -4.77)
H (1.70, -7.07, -5.82)
H (3.61, -5.88, -4.80)
H (3.28, -4.54, -2.76)
C (-0.42, 7.06, 2.66)
C (-0.33, 5.86, 1.76)
C (-0.08, 6.02, 0.39)
C (0.01, 4.92, -0.47)
C (0.28, 5.11, -1.94)
C (-0.14, 3.66, 0.06)
C (-0.41, 3.44, 1.44)
C (-0.49, 4.59, 2.27)
N (-0.58, 2.15, 1.78)
C (-0.80, 1.70, 3.15)
C (-0.90, 0.17, 3.06)
C (-1.10, -0.46, 4.43)
C (-2.40, 0.07, 5.04)
C (-2.32, 1.59, 5.15)
C (-1.14, 1.97, 6.04)
C (0.16, 1.42, 5.45)
C (0.07, -0.10, 5.34)
C (0.39, 2.02, 4.07)
C (-2.13, 2.20, 3.75)
H (-0.28, 7.98, 2.10)
H (0.33, 7.01, 3.45)
H (-1.40, 7.10, 3.14)
H (0.03, 7.02, -0.01)
H (0.16, 6.15, -2.23)
H (-0.40, 4.51, -2.53)
H (1.29, 4.80, -2.19)
H (-0.06, 2.80, -0.60)
H (-0.69, 4.49, 3.32)
H (0.02, -0.20, 2.59)
H (-1.73, -0.10, 2.41)
H (-1.16, -1.55, 4.31)
H (-2.56, -0.37, 6.03)
H (-3.25, -0.22, 4.41)
H (-3.25, 1.98, 5.58)
H (-1.29, 1.58, 7.05)
H (-1.08, 3.06, 6.13)
H (1.00, 1.69, 6.10)
H (-0.07, -0.55, 6.33)
H (1.00, -0.50, 4.94)
H (1.29, 1.59, 3.61)
H (0.57, 3.09, 4.15)
H (-2.16, 3.29, 3.82)
H (-2.95, 1.90, 3.09)
N (2.23, 1.95, -2.74)
C (1.00, 1.48, -3.08)
O (0.17, 1.26, -2.16)
C (0.70, 1.25, -4.44)
C (-0.57, 0.75, -4.77)
N (-1.62, 0.32, -5.00)
C (1.70, 1.45, -5.42)
N (2.58, 1.59, -6.15)
H (2.47, 1.97, -1.76)
H (2.94, 2.09, -3.44)

## Properties
* LUMO (spin up / spin down): -1.81 / -1.48 eV
* HOMO energy (spin up / spin down): -7.55 / -7.54 eV
* spin multiplicity: 1
* ΔE to the lowest compared entry with this formula, charge and spin: 0.0 kJ/mol


C31H51BrN2OP2Sr | ωB97M-V with the def2-TZVPD basis set

CARTESIAN COORDINATES (ANGSTROEM)
N (-0.16, 2.59, -10.09)
C (-0.45, 1.30, -9.92)
C (-0.55, 0.72, -8.64)
C (-0.36, 1.51, -7.49)
C (0.02, 2.86, -7.71)
C (0.07, 3.37, -9.03)
C (-0.53, 1.00, -6.13)
Sr (-1.37, -1.39, -0.79)
P (-3.78, 1.37, 4.87)
C (-0.56, 1.80, -5.01)
C (-0.39, 1.43, -3.63)
C (-0.81, 2.29, -2.59)
C (-0.58, 2.01, -1.24)
C (0.40, 1.05, -0.90)
C (0.75, 0.13, -1.93)
C (0.28, 0.25, -3.23)
Br (-1.08, -0.28, 1.70)
H (-0.67, -0.08, -6.05)
H (-0.68, 2.86, -5.18)
H (-0.83, -0.33, -8.58)
H (0.25, 3.54, -6.89)
H (-0.59, 0.71, -10.83)
H (0.32, 4.42, -9.20)
H (-1.29, 3.23, -2.84)
H (0.55, -0.49, -3.96)
H (-1.14, 2.57, -0.48)
H (1.52, -0.64, -1.76)
P (1.59, 1.17, 0.56)
C (-4.37, 0.44, 3.42)
C (-5.89, 0.50, 3.41)
H (-3.99, -0.58, 3.54)
H (-3.91, 0.87, 2.52)
H (-6.29, -0.27, 2.75)
H (-6.28, 0.33, 4.42)
H (-6.25, 1.48, 3.09)
C (-3.23, 2.90, 4.02)
C (-3.09, 4.04, 5.02)
H (-3.98, 3.13, 3.25)
H (-2.28, 2.64, 3.53)
H (-3.01, 4.99, 4.49)
H (-3.95, 4.10, 5.69)
H (-2.20, 3.91, 5.63)
C (-2.15, 0.60, 5.21)
C (-2.23, -0.47, 6.30)
H (-1.53, 1.42, 5.56)
H (-1.75, 0.21, 4.26)
H (-1.22, -0.88, 6.47)
H (-2.59, -0.03, 7.24)
H (-2.90, -1.29, 6.02)
C (2.59, 0.43, 1.98)
C (4.08, 0.80, 2.02)
H (2.42, -0.66, 2.00)
H (2.14, 0.83, 2.90)
H (4.66, 0.25, 1.27)
H (4.25, 1.87, 1.84)
H (4.53, 0.61, 3.00)
C (0.87, 2.58, 1.47)
C (1.11, 3.90, 0.78)
H (1.33, 2.59, 2.46)
H (-0.19, 2.34, 1.62)
H (2.17, 4.13, 0.69)
H (0.65, 3.91, -0.21)
H (0.67, 4.70, 1.38)
C (3.01, 1.76, -0.45)
C (3.75, 0.57, -1.08)
H (3.67, 2.33, 0.20)
H (2.66, 2.46, -1.23)
H (3.71, 0.62, -2.17)
H (4.82, 0.55, -0.80)
H (3.35, -0.41, -0.78)
O (0.34, -2.91, -0.19)
C (1.07, -3.76, 0.41)
C (0.65, -4.42, 1.70)
C (0.04, -5.79, 1.43)
C (1.06, -6.89, 1.15)
C (2.08, -6.61, 0.06)
C (2.95, -5.38, 0.26)
N (2.25, -4.13, -0.09)
H (1.55, -4.49, 2.33)
H (-0.07, -3.76, 2.22)
H (-0.53, -6.07, 2.32)
H (-0.68, -5.73, 0.60)
H (1.61, -7.13, 2.08)
H (0.50, -7.79, 0.86)
H (2.76, -7.47, -0.01)
H (1.58, -6.53, -0.92)
H (3.33, -5.35, 1.30)
H (3.81, -5.43, -0.40)
H (2.61, -3.54, -0.85)

## Properties
* LUMO: -6.20 eV
* HOMO energy: -11.54 eV
* net charge: +2
* spin multiplicity: 1


Calculated molecular weight, 1064.9; 697.2 g/mol (same order as the records).